The following is a quantum chemistry calculation of 8 unconnected molecules or ions with the total composition C22H44O23S5, from the OMol25 dataset.

Each line ends with the Löwdin charge.
Atoms and positions in Å:
O1 5.480 -2.039 11.757  -0.28
S1 4.467 -2.323 10.706  0.74
O2 4.603 -3.500 9.933  -0.22
O3 2.946 -2.243 11.427  -0.22
C1 2.440 -0.868 11.365  -0.14
C2 3.021 -0.357 10.039  -0.20
O4 4.247 -0.974 9.706  -0.20
H1 1.352 -0.920 11.389  0.13
H2 2.702 -0.443 12.334  0.12
H3 3.037 0.728 9.935  0.14
H4 2.363 -0.765 9.271  0.13
O5 -1.873 -7.593 9.778  -0.24
S2 -0.778 -7.103 10.604  0.75
O6 -0.543 -5.655 10.706  -0.25
O7 -0.807 -7.669 12.177  -0.19
C3 0.153 -8.679 12.354  -0.18
C4 1.295 -8.406 11.263  -0.18
O8 0.535 -8.023 10.169  -0.21
H5 0.717 -8.623 13.285  0.12
H6 -0.235 -9.696 12.295  0.13
H7 1.786 -9.363 11.090  0.13
H8 1.992 -7.596 11.479  0.13
O9 10.987 -3.851 8.727  -0.23
S3 11.308 -2.448 8.816  0.78
O10 12.137 -1.786 7.782  -0.26
O11 9.873 -1.650 9.284  -0.20
C5 10.255 -0.423 9.810  -0.21
C6 11.380 -0.898 10.803  -0.18
O12 12.058 -2.018 10.261  -0.21
H9 10.603 0.153 8.952  0.12
H10 9.506 0.079 10.422  0.14
H11 10.835 -1.264 11.674  0.13
H12 12.131 -0.142 11.031  0.13
O13 2.610 -7.486 4.273  -0.24
S4 3.965 -6.919 4.306  0.78
O14 4.007 -5.443 4.106  -0.28
O15 4.984 -7.374 5.582  -0.21
C7 6.340 -7.484 5.105  -0.15
C8 6.108 -8.103 3.739  -0.23
O16 4.963 -7.567 3.164  -0.20
H13 6.646 -6.459 4.896  0.13
H14 7.029 -8.064 5.719  0.14
H15 5.858 -9.159 3.840  0.13
H16 6.919 -8.068 3.011  0.14
O17 5.283 6.535 12.078  -0.25
S5 6.759 6.652 12.145  0.71
O18 7.589 5.808 11.352  -0.23
O19 7.283 8.245 12.004  -0.18
C9 8.263 8.539 12.950  -0.25
C10 7.932 7.807 14.163  -0.12
O20 7.244 6.562 13.686  -0.22
H17 9.281 8.496 12.563  0.14
H18 8.194 9.589 13.235  0.14
H19 7.260 8.386 14.795  0.13
H20 8.797 7.473 14.737  0.14
C11 10.558 -7.949 17.148  -0.18
C12 10.186 -7.776 15.606  -0.15
C13 10.579 -6.380 15.199  -0.25
O21 11.644 -6.140 16.076  -0.14
C14 11.283 -6.723 17.413  -0.18
H21 11.181 -8.840 17.229  0.10
H22 9.755 -8.183 17.846  0.11
H23 9.208 -8.028 15.195  0.10
H24 10.875 -8.486 15.148  0.10
H25 9.754 -5.672 15.276  0.11
H26 10.846 -6.412 14.143  0.12
H27 10.592 -6.070 17.946  0.12
H28 12.190 -6.940 17.978  0.12
C15 2.747 4.028 4.605  -0.13
C16 1.424 4.543 5.193  -0.22
C17 1.552 5.959 5.370  -0.24
O22 2.902 6.130 5.827  -0.14
C18 3.727 5.157 5.136  -0.16
H29 2.685 3.746 3.554  0.10
H30 2.999 3.073 5.066  0.10
H31 1.274 4.026 6.141  0.11
H32 0.522 4.141 4.731  0.12
H33 0.779 6.349 6.032  0.13
H34 1.463 6.538 4.451  0.12
H35 4.440 4.936 5.930  0.11
H36 4.427 5.470 4.361  0.10
C19 -2.892 -0.583 16.908  -0.20
C20 -1.793 0.138 17.572  -0.15
C21 -2.597 1.326 18.251  -0.21
O23 -3.902 0.899 18.391  -0.10
C22 -4.206 -0.007 17.415  -0.24
H37 -2.871 -1.652 17.121  0.11
H38 -2.887 -0.484 15.822  0.11
H39 -0.961 0.449 16.940  0.11
H40 -1.351 -0.499 18.338  0.11
H41 -2.513 2.370 17.949  0.11
H42 -2.055 1.382 19.195  0.10
H43 -4.920 0.296 16.649  0.12
H44 -4.706 -0.827 17.931  0.11

Results
**Lowest unoccupied orbital energy**: 0.3 eV
**Gap between HOMO and LUMO**: 9.80 eV
**DFT total energy**: -4585.7244 Ha
**Relative energy (zero: lowest compared OMol25 entry of this formula, charge and spin)**: 122.04 kcal per mole
**HOMO energy**: -0.34923 Eh

=====

The following is a quantum chemistry calculation of 11 unconnected molecules or ions with the total composition C22H44O44S11, from the OMol25 dataset.

Each line ends with the Löwdin charge.
Atoms and positions in Å:
O1 -3.618 4.145 -2.033  -0.22
S1 -4.178 4.983 -3.040  0.79
O2 -4.819 6.302 -2.778  -0.26
O3 -3.230 4.940 -4.423  -0.22
C1 -4.022 5.182 -5.588  -0.17
C2 -5.280 4.295 -5.317  -0.20
O4 -5.297 4.009 -3.942  -0.22
H1 -4.290 6.232 -5.705  0.12
H2 -3.485 5.186 -6.536  0.13
H3 -5.355 3.299 -5.753  0.12
H4 -6.178 4.815 -5.650  0.12
O5 0.047 1.430 -9.790  -0.26
S2 0.085 2.292 -8.590  0.81
O6 -0.401 3.678 -8.797  -0.26
O7 -0.578 1.515 -7.266  -0.21
C3 0.330 1.390 -6.215  -0.19
C4 1.709 1.203 -6.935  -0.22
O8 1.594 2.251 -7.765  -0.21
H5 0.251 2.267 -5.573  0.13
H6 0.018 0.564 -5.575  0.13
H7 1.908 0.227 -7.379  0.14
H8 2.388 1.489 -6.132  0.14
O9 1.638 -1.870 2.256  -0.25
S3 0.199 -1.646 2.231  0.72
O10 -0.569 -2.369 3.300  -0.26
O11 -0.086 -0.099 1.996  -0.21
C5 -0.263 0.280 0.644  -0.16
C6 -0.009 -0.988 -0.191  -0.16
O12 -0.430 -1.949 0.759  -0.21
H9 -1.296 0.616 0.553  0.13
H10 0.365 1.140 0.411  0.14
H11 1.055 -0.990 -0.429  0.13
H12 -0.558 -0.990 -1.133  0.14
O13 0.450 7.219 -3.289  -0.26
S4 1.385 6.058 -3.300  0.77
O14 1.117 4.962 -2.387  -0.24
O15 1.738 5.597 -4.844  -0.20
C7 3.138 5.671 -5.075  -0.18
C8 3.755 6.692 -4.114  -0.24
O16 2.978 6.578 -3.027  -0.19
H13 3.474 4.662 -4.838  0.13
H14 3.352 5.888 -6.122  0.14
H15 3.609 7.623 -4.662  0.13
H16 4.787 6.513 -3.812  0.14
O17 1.142 -8.876 9.550  -0.25
S5 1.723 -9.018 8.221  0.77
O18 2.190 -10.371 7.794  -0.26
O19 0.656 -8.437 7.066  -0.21
C9 1.097 -7.143 6.502  -0.15
C10 2.027 -6.595 7.561  -0.22
O20 2.707 -7.717 7.975  -0.21
H17 1.603 -7.192 5.538  0.12
H18 0.268 -6.466 6.294  0.13
H19 1.405 -6.183 8.355  0.13
H20 2.737 -5.898 7.116  0.14
O21 6.489 6.968 3.524  -0.29
S6 6.086 5.532 3.825  0.78
O22 7.084 4.631 4.421  -0.24
O23 4.696 5.598 4.657  -0.23
C11 3.631 6.090 3.744  -0.13
C12 3.852 5.121 2.626  -0.22
O24 5.246 4.857 2.529  -0.20
H21 2.646 6.153 4.207  0.14
H22 3.940 7.073 3.390  0.12
H23 3.363 5.395 1.691  0.14
H24 3.266 4.245 2.904  0.13
O25 4.073 1.421 -2.507  -0.25
S7 5.158 1.789 -1.617  0.69
O26 4.963 1.741 -0.202  -0.22
O27 6.553 0.963 -2.044  -0.17
C13 7.583 1.902 -2.059  -0.23
C14 7.032 3.251 -2.362  -0.19
O28 5.657 3.260 -2.053  -0.18
H25 8.106 1.830 -1.105  0.14
H26 8.237 1.497 -2.831  0.14
H27 7.181 3.322 -3.439  0.13
H28 7.595 4.062 -1.899  0.14
O29 -2.026 -6.320 11.633  -0.25
S8 -1.815 -4.955 11.059  0.77
O30 -0.520 -4.380 11.194  -0.23
O31 -2.034 -5.005 9.406  -0.21
C15 -2.468 -3.754 8.931  -0.21
C16 -3.408 -3.278 10.010  -0.22
O32 -3.086 -3.857 11.246  -0.18
H29 -1.660 -3.023 8.939  0.12
H30 -2.830 -3.782 7.903  0.14
H31 -4.328 -3.734 9.645  0.13
H32 -3.483 -2.196 10.110  0.14
O33 -4.366 -2.319 -2.914  -0.24
S9 -4.866 -1.038 -3.408  0.76
O34 -4.941 0.147 -2.566  -0.22
O35 -4.314 -0.730 -4.931  -0.24
C17 -4.829 -1.465 -5.961  -0.21
C18 -6.244 -1.291 -5.598  -0.21
O36 -6.331 -1.293 -4.183  -0.21
H33 -4.511 -1.060 -6.922  0.16
H34 -4.609 -2.461 -5.577  0.13
H35 -7.021 -1.990 -5.905  0.14
H36 -6.460 -0.286 -5.962  0.13
O37 3.606 -4.405 -4.604  -0.27
S10 3.644 -4.977 -3.249  0.74
O38 4.770 -4.488 -2.458  -0.25
O39 2.191 -4.601 -2.481  -0.19
C19 1.462 -5.778 -2.212  -0.20
C20 2.195 -6.998 -2.854  -0.15
O40 3.538 -6.619 -3.174  -0.19
H37 1.203 -5.857 -1.156  0.12
H38 0.430 -5.713 -2.557  0.12
H39 1.622 -7.104 -3.775  0.12
H40 2.220 -7.915 -2.266  0.14
O41 -6.211 -3.427 4.907  -0.26
S11 -6.041 -2.520 3.752  0.76
O42 -5.550 -2.987 2.503  -0.22
O43 -7.311 -1.408 3.517  -0.21
C21 -7.099 -0.165 4.062  -0.21
C22 -5.562 -0.012 3.940  -0.18
O44 -5.020 -1.290 4.303  -0.22
H41 -7.655 0.620 3.550  0.14
H42 -7.242 -0.290 5.135  0.13
H43 -5.260 0.848 4.537  0.13
H44 -5.204 0.062 2.913  0.13

Results
**Lowest unoccupied orbital energy**: -0.2 eV
**Gap between HOMO and LUMO**: 10.68 eV
**DFT total energy**: -8554.6616 Ha
**Relative energy (zero: lowest compared OMol25 entry of this formula, charge and spin)**: 258.72 kcal per mole
**HOMO energy**: -0.40098 Eh

=====

The following is a quantum chemistry calculation of a molecular structure, C22H44O44S11, from the OMol25 dataset.

Each line ends with the Löwdin charge.
Atoms and positions in Å:
C1 15.052 19.006 14.608  -0.11
C2 14.233 19.622 13.416  -0.11
O1 13.344 20.558 14.082  -0.20
S1 13.106 20.271 15.602  0.57
O2 11.832 19.727 15.840  -0.22
O3 13.568 21.428 16.330  -0.23
O4 14.091 19.031 15.715  -0.20
H1 15.928 19.640 14.756  0.13
H2 15.388 17.996 14.441  0.10
H3 13.743 18.878 12.800  0.12
H4 14.896 20.333 12.885  0.14
C3 12.955 9.384 12.299  -0.15
C4 12.350 8.213 12.971  -0.14
O5 13.242 7.890 14.076  -0.18
S2 14.695 8.163 13.589  0.52
O6 15.174 6.943 13.085  -0.21
O7 15.369 8.951 14.466  -0.17
O8 14.339 8.966 12.233  -0.18
H5 12.823 10.244 12.845  0.10
H6 12.662 9.555 11.283  0.14
H7 12.300 7.323 12.326  0.14
H8 11.400 8.320 13.445  0.13
C5 21.426 17.649 20.708  -0.13
C6 21.494 16.102 20.804  -0.14
O9 20.237 15.607 20.345  -0.19
S3 19.431 16.715 19.555  0.61
O10 18.319 17.106 20.367  -0.21
O11 19.273 16.355 18.203  -0.20
O12 20.598 17.835 19.547  -0.19
H9 22.451 18.019 20.462  0.15
H10 20.971 18.144 21.595  0.14
H11 21.707 15.674 21.742  0.12
H12 22.265 15.781 20.153  0.11
C7 15.368 16.153 20.806  -0.13
C8 15.250 16.821 19.404  -0.07
O13 13.772 17.047 19.255  -0.21
S4 12.896 16.353 20.388  0.56
O14 11.981 15.508 19.706  -0.23
O15 12.519 17.359 21.263  -0.19
O16 14.083 15.540 21.089  -0.20
H13 15.617 16.937 21.580  0.15
H14 16.087 15.418 20.960  0.10
H15 15.527 16.236 18.531  0.12
H16 15.696 17.728 19.320  0.09
C9 11.625 15.828 16.670  -0.19
C10 10.254 15.328 17.027  -0.13
O17 10.296 13.915 16.646  -0.18
S5 11.188 13.763 15.358  0.59
O18 10.423 13.729 14.188  -0.20
O19 12.287 12.913 15.643  -0.23
O20 11.735 15.329 15.357  -0.20
H17 12.334 15.386 17.329  0.09
H18 11.610 16.994 16.622  0.18
H19 9.447 15.758 16.443  0.14
H20 10.011 15.408 18.035  0.10
C11 15.779 14.422 9.770  -0.10
C12 14.465 15.355 9.859  -0.14
O21 13.745 14.955 11.013  -0.19
S6 14.448 13.666 11.719  0.59
O22 13.846 12.482 11.208  -0.21
O23 14.564 13.920 13.101  -0.20
O24 15.869 13.909 11.114  -0.21
H21 16.714 15.029 9.616  0.15
H22 15.697 13.592 9.113  0.11
H23 13.805 15.173 8.965  0.14
H24 14.723 16.392 9.943  0.11
C13 19.734 14.857 15.233  -0.14
C14 20.486 16.119 14.888  -0.18
O25 19.437 16.967 14.422  -0.19
S7 18.244 16.075 13.731  0.60
O26 18.266 16.228 12.312  -0.22
O27 17.087 16.223 14.554  -0.23
O28 18.809 14.672 14.079  -0.20
H25 19.177 14.884 16.176  0.11
H26 20.392 13.998 15.241  0.10
H27 21.237 15.867 14.121  0.14
H28 21.073 16.605 15.752  0.16
C15 12.820 11.517 20.692  -0.13
C16 13.271 10.578 19.575  -0.08
O29 14.190 9.655 20.356  -0.22
S8 13.387 9.269 21.692  0.60
O30 14.487 9.044 22.560  -0.23
O31 12.346 8.317 21.536  -0.20
O32 12.767 10.725 21.900  -0.20
H29 11.825 11.930 20.639  0.13
H30 13.561 12.311 20.933  0.14
H31 13.835 11.062 18.765  0.11
H32 12.473 10.138 19.073  0.11
C17 20.302 11.621 17.795  -0.06
C18 20.502 12.513 19.046  -0.08
O33 21.909 13.051 18.837  -0.22
S9 22.262 13.294 17.246  0.56
O34 23.507 12.738 16.950  -0.19
O35 21.977 14.617 16.937  -0.22
O36 21.097 12.353 16.728  -0.25
H33 19.318 11.643 17.277  0.13
H34 20.682 10.597 17.731  0.11
H35 20.513 11.873 19.953  0.13
H36 19.790 13.277 19.286  0.09
C19 15.952 13.508 15.652  -0.11
C20 15.880 11.953 15.827  -0.09
O37 15.909 11.701 17.249  -0.19
S10 16.117 12.967 18.067  0.46
O38 17.176 12.691 18.924  -0.20
O39 14.939 13.542 18.527  -0.19
O40 16.634 13.892 16.892  -0.21
H37 15.005 14.057 15.749  0.13
H38 16.667 13.754 14.840  0.11
H39 16.748 11.444 15.406  0.14
H40 14.958 11.513 15.472  0.12
C21 17.309 8.442 20.870  -0.17
C22 17.226 9.678 20.018  -0.15
O41 18.606 10.077 19.851  -0.19
S11 19.408 8.774 19.515  0.63
O42 20.705 8.950 20.193  -0.25
O43 19.415 8.361 18.137  -0.22
O44 18.494 7.854 20.431  -0.16
H41 16.461 7.833 20.674  0.12
H42 17.311 8.573 21.923  0.13
H43 16.726 10.517 20.438  0.12
H44 16.729 9.385 19.128  0.12

Results
**Lowest unoccupied orbital energy**: 0.0 eV
**Gap between HOMO and LUMO**: 11.16 eV
**DFT total energy**: -8554.9871 Ha
**Relative energy (zero: lowest compared OMol25 entry of this formula, charge and spin)**: 54.46 kcal per mole
**HOMO energy**: -0.40877 Eh